1.
{
  "formula": "C27H46N2O35S8",
  "method": "ωB97M-V with the def2-TZVPD basis set",
  "species": ["C", "C", "C", "N", "C", "O", "C", "O", "O", "C", "C", "C", "C", "N", "C", "C", "H", "H", "H", "H", "H", "H", "H", "H", "H", "H", "H", "H", "H", "H", "O", "S", "O", "O", "C", "C", "O", "H", "H", "H", "H", "O", "S", "O", "O", "C", "C", "O", "H", "H", "H", "H", "O", "S", "O", "O", "C", "C", "O", "H", "H", "H", "H", "O", "S", "O", "O", "C", "C", "O", "H", "H", "H", "H", "O", "S", "O", "O", "C", "C", "O", "H", "H", "H", "H", "O", "S", "O", "O", "C", "C", "O", "H", "H", "H", "H", "O", "S", "O", "O", "C", "C", "O", "H", "H", "H", "H", "O", "S", "O", "O", "C", "C", "O", "H", "H", "H", "H"],
  "coordinates": [[3.07311, -0.23551, 0.61851], [2.22875, -0.01836, -0.65973], [1.13227, 1.02662, -0.46267], [0.20173, 0.59467, 0.59054], [-0.65208, 1.70377, 0.92324], [-1.13890, 2.53998, -0.13213], [-1.90538, 3.45268, 0.56402], [-2.05981, 4.57595, 0.25717], [-2.48134, 2.83391, 1.62528], [-1.96009, 1.47960, 1.68464], [-3.05717, 0.64584, 1.02907], [-3.66205, 0.93905, -0.20961], [-4.65488, 0.10731, -0.70529], [-5.18022, -0.98746, -0.12069], [-4.58204, -1.21302, 1.05460], [-3.55880, -0.49773, 1.65685], [4.09210, -0.55530, 0.39934], [2.60292, -0.98693, 1.25548], [3.10950, 0.67699, 1.22998], [1.76304, -0.98134, -0.90135], [2.88552, 0.24154, -1.49506], [0.57022, 1.10795, -1.39809], [1.60400, 2.00471, -0.26034], [0.70925, 0.38449, 1.44950], [-0.12946, 2.43301, 1.58288], [-1.90038, 1.10207, 2.70205], [-3.35830, 1.80640, -0.78226], [-5.06876, 0.35916, -1.68453], [-4.96022, -2.07762, 1.60539], [-3.15380, -0.82718, 2.60993], [0.12061, 0.05702, 3.34234], [-0.37145, -1.10422, 4.00542], [-1.67911, -1.12599, 4.56308], [0.67296, -1.54948, 5.11335], [1.09353, -2.90055, 4.87458], [0.97694, -3.07842, 3.37847], [-0.21498, -2.35178, 3.02924], [0.41684, -3.56933, 5.41094], [2.10911, -3.04914, 5.23221], [0.88993, -4.12065, 3.08381], [1.81779, -2.62310, 2.85881], [4.02628, -4.80442, 3.28025], [4.53101, -3.84596, 2.35746], [4.03103, -2.51738, 2.32474], [4.44982, -4.47342, 0.88780], [5.75353, -4.48682, 0.28482], [6.71314, -4.60613, 1.44668], [6.12035, -3.78919, 2.47922], [5.89092, -3.54611, -0.25214], [5.84092, -5.31576, -0.41200], [7.69729, -4.25211, 1.20738], [6.76812, -5.63008, 1.81423], [-2.02168, -5.61032, -0.21771], [-3.05297, -5.62057, 0.75620], [-2.78449, -5.82100, 2.13433], [-4.17476, -6.66813, 0.28401], [-5.44197, -6.01021, 0.16678], [-5.10265, -4.57599, -0.17759], [-3.93326, -4.29126, 0.59962], [-5.95268, -6.07870, 1.12974], [-6.04738, -6.48948, -0.59827], [-5.90234, -3.88264, 0.06932], [-4.84407, -4.46738, -1.23288], [-4.42440, 6.23702, -5.53789], [-3.57748, 5.11096, -5.39010], [-3.35207, 4.18985, -6.44579], [-4.02973, 4.33044, -4.03948], [-2.91569, 4.25214, -3.14835], [-2.06346, 5.46112, -3.45970], [-2.14053, 5.60615, -4.87745], [-2.38473, 3.31765, -3.35397], [-3.25566, 4.25678, -2.11559], [-1.03102, 5.33978, -3.14306], [-2.47968, 6.36285, -3.00515], [-6.10974, 2.85052, -6.53680], [-5.38143, 1.90798, -5.76970], [-4.34882, 2.29272, -4.88324], [-4.84023, 0.76183, -6.76297], [-5.32491, -0.51714, -6.34920], [-6.64689, -0.23003, -5.66872], [-6.42749, 0.98926, -4.95603], [-4.60327, -0.94838, -5.65122], [-5.43452, -1.17474, -7.20814], [-6.94702, -1.02053, -4.98565], [-7.44116, -0.06009, -6.39972], [-2.51125, 9.69449, -5.73291], [-3.75836, 9.41039, -5.11717], [-4.03319, 8.16235, -4.51163], [-4.92369, 9.74866, -6.16925], [-5.81800, 10.72074, -5.62366], [-4.96746, 11.53963, -4.67526], [-4.09487, 10.58719, -4.06425], [-6.61422, 10.19435, -5.09272], [-6.25048, 11.32325, -6.41861], [-5.55772, 12.05379, -3.92116], [-4.35613, 12.26628, -5.21618], [8.86939, -5.69296, 0.60433], [9.65041, -6.88075, 0.70531], [9.79155, -7.77718, -0.38006], [9.15038, -7.68499, 1.99614], [10.24350, -7.89018, 2.90254], [11.16293, -6.71211, 2.66320], [11.10530, -6.49612, 1.24599], [10.72723, -8.83451, 2.64648], [9.88297, -7.93502, 3.92670], [12.18443, -6.90588, 2.97767], [10.79468, -5.81180, 3.16000], [2.58785, -0.38083, 4.99561], [3.83024, 0.31195, 4.92059], [4.74409, 0.12045, 3.85568], [4.59984, 0.10747, 6.31764], [4.87656, 1.37798, 6.91704], [3.76686, 2.28445, 6.42794], [3.55092, 1.88553, 5.07024], [5.85308, 1.71756, 6.56518], [4.89349, 1.28904, 8.00029], [4.03311, 3.33676, 6.47748], [2.84142, 2.11728, 6.98378]],
  "atomic_forces_ev_per_a": [[-0.5822, 0.3139, -0.0362], [0.2456, -0.3695, 0.5943], [0.4630, -0.6104, -0.5424], [-0.5469, 0.8972, -0.9167], [0.0855, 0.1322, 1.9490], [0.3058, 0.4063, -0.1301], [-0.1118, -1.6454, 0.0608], [-0.2761, 1.0135, -0.4116], [0.6853, 0.5893, 0.1945], [-1.6242, -0.6502, -0.8136], [-0.2234, -0.9885, -0.7140], [0.3650, -0.1309, 0.7082], [-0.5694, 0.1770, -1.0394], [1.4898, 1.1447, 0.6410], [-0.7352, -1.2796, 0.6061], [0.4554, 0.6830, -0.2408], [-0.1117, -0.0190, 0.0921], [0.1708, 0.0120, -0.0919], [0.2293, -0.0284, -0.2140], [-0.0214, 0.1865, -0.1806], [-0.2196, 0.2020, 0.0364], [0.0130, 0.1735, 0.1763], [-0.1596, -0.0876, 0.0958], [-0.1783, -0.0719, -0.2829], [0.3166, -0.3742, -0.0456], [0.4630, 0.6742, 0.0828], [-0.1420, -0.1741, -0.0825], [0.0216, -0.0414, 0.2050], [0.0909, 0.1429, -0.1112], [-0.1764, -0.0041, -0.0960], [-0.1376, 0.1812, 0.4394], [0.3966, -0.8631, 0.2437], [-0.1225, 0.3691, -0.2605], [-1.2741, -0.4936, -0.3666], [-0.1318, -0.4838, 0.1570], [0.5502, 0.0332, -0.1415], [-0.2947, 0.0787, 0.3112], [0.0098, 0.0027, -0.0133], [0.0238, 0.2959, -0.0023], [-0.2886, 0.0577, -0.0552], [0.0228, 0.0012, 0.0451], [-0.2902, 0.1767, 0.0175], [0.5206, -0.1739, -0.2718], [0.0229, -0.2202, 0.3229], [0.0579, -0.1500, 0.3344], [0.2553, 0.3317, -0.2559], [-0.5417, -0.1528, 0.2469], [-0.3806, 0.1962, -0.2648], [0.0137, -0.0123, 0.0090], [-0.2281, -0.0758, 0.0878], [-0.0550, 0.4407, 0.2767], [0.0253, 0.0163, 0.0116], [0.1234, -0.1405, 0.1526], [-0.3329, 0.1193, -0.1750], [0.1978, 0.0824, -0.0310], [0.1568, 0.2278, -0.1938], [-0.3111, 0.0943, 0.3513], [-0.0507, -0.0214, -0.5095], [-0.0379, -0.3379, 0.3204], [-0.0209, 0.0214, -0.0218], [0.1986, -0.1385, -0.0483], [0.1845, 0.1386, 0.1498], [-0.0535, 0.0023, -0.0001], [-0.4439, -1.5578, -0.9143], [-0.0602, 0.0018, 0.6663], [0.0825, 0.2432, -0.1975], [0.6401, 2.2636, -0.0650], [0.2482, -0.4841, 0.0923], [-0.2097, 0.4338, 0.5123], [-0.0394, -0.4264, -0.1745], [0.0330, 0.0284, 0.0261], [-0.1961, 0.0518, -0.0785], [0.0511, -0.0345, -0.2374], [0.0192, -0.0335, 0.0585], [0.1016, 0.0699, 0.0385], [-0.0067, -0.3381, -0.0683], [-0.5432, -1.7013, -0.3713], [-0.3737, 0.1320, -0.0064], [0.2069, -0.2683, 0.3152], [-0.3104, -0.0029, -0.3873], [0.3897, -0.1215, 0.0507], [-0.0384, -0.0317, 0.0059], [0.0594, 0.1841, -0.1295], [0.0492, 0.1598, 0.1861], [0.0150, -0.0639, -0.0168], [-0.0029, -0.1435, -0.0253], [-0.1873, 0.1557, 0.0509], [0.5284, 1.4582, 0.8327], [0.2897, 0.2418, 0.0678], [-0.3735, -0.0838, 0.2686], [0.1815, 0.3310, -0.3102], [-0.2597, -0.2628, -0.0834], [-0.0033, 0.0381, 0.0143], [0.1435, -0.1199, -0.1489], [0.0947, -0.1608, 0.1638], [-0.0630, 0.0233, -0.0182], [0.5908, -0.6925, -0.5018], [0.2980, -0.1237, 0.2701], [-0.0743, 0.1970, -0.1510], [0.0257, 0.3987, -0.0167], [0.3542, -0.3633, 0.0326], [-0.2026, 0.3303, 0.3686], [-0.1262, -0.3472, -0.0751], [0.0119, 0.0174, 0.0091], [-0.2357, 0.0616, -0.0974], [0.0656, -0.0045, -0.2683], [0.0156, -0.0297, 0.0371], [1.5130, 0.5271, -0.1626], [-0.0696, 0.2064, 0.1795], [-0.1327, -0.0173, -0.0900], [-0.3409, 0.0932, -0.0271], [0.3687, 0.2835, -0.0771], [-0.3543, -0.0810, 0.3711], [0.3886, -0.1297, -0.0384], [-0.0168, 0.0304, 0.0150], [-0.0738, -0.2286, -0.0329], [0.0069, -0.0043, -0.2617], [0.0342, 0.0178, 0.0410]],
  "lumo_energy_ev": 0.116,
  "homo_ev": -9.04,
  "homo_lumo_gap_ev": 9.153
}

---

2.
{
  "formula": "C27H46O2",
  "method": "ωB97M-V with the def2-TZVPD basis set",
  "species": ["C", "C", "C", "C", "O", "C", "C", "C", "O", "C", "C", "C", "C", "C", "C", "C", "C", "C", "C", "C", "C", "C", "C", "C", "C", "C", "C", "C", "C", "H", "H", "H", "H", "H", "H", "H", "H", "H", "H", "H", "H", "H", "H", "H", "H", "H", "H", "H", "H", "H", "H", "H", "H", "H", "H", "H", "H", "H", "H", "H", "H", "H", "H", "H", "H", "H", "H", "H", "H", "H", "H", "H", "H", "H", "H"],
  "coordinates": [[0.72694, 3.89750, 6.81788], [1.58077, 2.83904, 6.19176], [2.12587, 1.81004, 6.93805], [2.91696, 0.83643, 6.34081], [3.46096, -0.19479, 7.05490], [3.17358, 0.90805, 4.98146], [2.64361, 1.93359, 4.21278], [1.83616, 2.89600, 4.81563], [1.27323, 3.94499, 4.14545], [1.27248, 3.89266, 2.71760], [1.02068, 5.33341, 2.26969], [0.11832, 2.96647, 2.28519], [-0.00561, 2.72397, 0.78352], [-1.20887, 1.83321, 0.47613], [-1.32409, 1.44899, -1.00331], [-1.69138, 2.66101, -1.85904], [-2.36751, 0.34239, -1.20898], [-1.93342, -1.02445, -0.68087], [-2.91094, -2.13643, -1.07018], [-2.78324, -2.60486, -2.52720], [-4.07014, -3.30669, -2.95742], [-1.57200, -3.53047, -2.69364], [-1.13657, -3.71047, -4.14681], [0.10602, -4.59292, -4.24962], [0.52010, -4.91607, -5.68940], [1.00052, -3.67282, -6.43437], [1.62090, -5.97579, -5.68776], [2.64510, 3.41792, 2.22637], [2.94779, 2.01574, 2.74221], [-0.23335, 3.95032, 6.30764], [0.56334, 3.69467, 7.87293], [1.20310, 4.87098, 6.71085], [1.92971, 1.76382, 8.00175], [3.20477, -0.11059, 7.98061], [3.79810, 0.15580, 4.52591], [1.04715, 5.40857, 1.18711], [0.05252, 5.66980, 2.63039], [1.78587, 5.98349, 2.68621], [0.23577, 2.00962, 2.79945], [-0.80924, 3.41296, 2.65283], [0.89542, 2.23653, 0.40680], [-0.11299, 3.67898, 0.26975], [-2.12538, 2.34090, 0.78535], [-1.11842, 0.92424, 1.07331], [-0.35218, 1.06958, -1.34042], [-0.93905, 3.44098, -1.78007], [-1.77111, 2.37716, -2.90624], [-2.64827, 3.07080, -1.54228], [-3.30232, 0.63701, -0.72620], [-2.56582, 0.25586, -2.27906], [-0.93759, -1.25662, -1.06329], [-1.86631, -0.99015, 0.40795], [-2.75624, -2.99875, -0.41725], [-3.92720, -1.77515, -0.89708], [-2.63946, -1.72911, -3.16835], [-4.91711, -2.62747, -2.88664], [-4.26452, -4.16440, -2.31644], [-4.00151, -3.65398, -3.98489], [-1.80771, -4.50576, -2.26071], [-0.72803, -3.12143, -2.13420], [-0.93128, -2.72845, -4.57671], [-1.94285, -4.16634, -4.72446], [0.94032, -4.10550, -3.73904], [-0.09383, -5.53227, -3.72745], [-0.35083, -5.32295, -6.21639], [0.20523, -2.93810, -6.52623], [1.33228, -3.93761, -7.43609], [1.83552, -3.21561, -5.90722], [1.28310, -6.88258, -5.19084], [2.50044, -5.60581, -5.16471], [1.90951, -6.23064, -6.70511], [2.68704, 3.45348, 1.13824], [3.39378, 4.11168, 2.61721], [3.99911, 1.77267, 2.57242], [2.35434, 1.27374, 2.19985]],
  "atomic_forces_ev_per_a": [[0.0301, -0.0397, -0.0705], [-0.0247, 0.0674, -0.2054], [0.0686, -0.0796, -0.0951], [-0.0729, 0.1862, -0.2144], [0.0703, -0.1377, 0.1204], [-0.0293, -0.1154, 0.4391], [-0.1281, 0.1876, -0.0741], [0.1549, -0.3773, 0.3084], [0.0096, 0.1683, 0.1644], [-0.0988, 0.1549, -0.5830], [0.0880, -0.3847, 0.2298], [0.2967, 0.1665, -0.0239], [-0.2293, -0.0855, 0.3059], [0.3761, -0.0418, -0.3072], [-0.4104, 0.0867, 0.0392], [0.2359, -0.1910, 0.0960], [0.4568, -0.0984, 0.0437], [-0.3288, 0.0297, 0.0066], [0.2051, 0.1244, -0.1625], [-0.0910, -0.2262, 0.2996], [0.2203, 0.2034, -0.0887], [-0.1290, 0.3527, -0.3275], [0.2251, -0.1819, 0.3469], [-0.3164, 0.0243, -0.4072], [0.2824, -0.0056, 0.1842], [-0.2467, -0.2104, 0.0301], [-0.2819, 0.0941, -0.0859], [-0.1509, -0.1260, 0.1755], [-0.0016, 0.1597, -0.0793], [-0.0879, 0.0750, 0.0258], [-0.0161, 0.0046, 0.0693], [-0.0435, 0.1162, 0.0298], [-0.0351, 0.0117, 0.1101], [0.0262, -0.0007, -0.1240], [0.1081, -0.1113, -0.0813], [-0.0172, 0.0243, -0.1334], [-0.1316, 0.0581, 0.0185], [0.0919, 0.0639, 0.0138], [-0.0446, -0.0450, 0.0288], [-0.0069, -0.0116, 0.0729], [0.0864, 0.0136, -0.0826], [0.0728, 0.0468, -0.0962], [-0.1179, -0.0097, 0.0521], [-0.0476, -0.0221, 0.1006], [0.0167, -0.0336, 0.0140], [0.0358, 0.1571, -0.0329], [-0.0266, 0.0162, -0.1202], [-0.1439, 0.0797, 0.0308], [-0.1229, 0.0412, -0.0160], [-0.0975, 0.0271, -0.0651], [0.1193, -0.0139, 0.0365], [0.1129, -0.0015, 0.0174], [-0.0880, -0.0856, 0.0281], [-0.0863, -0.0282, 0.0733], [0.0280, 0.0301, -0.0180], [-0.1216, 0.0285, -0.0016], [-0.0452, -0.1245, 0.0851], [-0.0680, -0.0918, -0.1192], [0.0050, -0.0634, 0.1012], [0.0749, -0.0444, 0.0758], [-0.0546, 0.0589, -0.0709], [-0.0534, 0.0286, -0.0936], [0.0999, -0.0162, 0.0762], [0.0436, -0.0377, 0.0824], [-0.0083, 0.0040, 0.0303], [-0.0346, 0.1499, -0.0412], [0.0527, 0.0337, -0.1153], [0.1290, 0.0833, 0.0639], [0.0181, -0.1214, 0.0606], [0.1424, 0.0296, 0.0683], [0.0913, -0.0613, -0.0920], [0.0014, 0.0491, -0.0250], [-0.0080, 0.0585, -0.0513], [-0.0483, -0.0498, -0.0176], [0.0195, -0.0202, -0.0338]],
  "de_lowest_kcal_mol": 4.5,
  "lumo_energy_ev": 0.763,
  "homo_ev": -7.66,
  "homo_lumo_gap_ev": 8.419
}

---

Question: Number 1 is which compound?
Answer: C27H46N2O35S8